Record 1
The following is a quantum chemistry calculation of a structure of composition C4H4LiNiO5, from OMol25.

Geometry as XYZ:
```
15
C4H4LiNiO5 the ωB97M-V functional and the def2-TZVPD basis
Ni 4.233 0.730 0.441
O 2.770 -0.265 -0.119
O -2.084 0.868 0.334
O -4.307 1.178 0.253
O -3.396 -0.839 -0.104
O 4.772 -1.108 -0.216
C -2.031 -1.302 -0.355
C -1.171 -0.319 0.397
C -3.331 0.463 0.182
C 3.542 -1.242 -0.403
Li 0.846 0.000 -0.097
H -1.907 -1.285 -1.450
H -1.939 -2.334 0.004
H -1.221 -0.606 1.467
H 3.109 -2.206 -0.727
```

Values from the calculation:
Total charge ... +1
2S+1 ... 3
Highest occupied orbital energy (spin up / spin down) ... -0.49609 / -0.46115 Ha
<S²> ... 2.011
E_LUMO (spin up / spin down) ... -4.3 / -7.8 eV

Results of the Mulliken charge analysis, in e, for atoms 1 through 5: number 1, Ni, carries 0.52; number 2, O, carries -0.82; number 3, O, carries -0.23; number 4, O, carries -0.46; number 5, O, carries -0.27

---

Record 2
The following is a quantum chemistry calculation of a structure of composition C4H4LiO2Tl, from OMol25.

Geometry as XYZ:
```
12
C4H4LiO2Tl the ωB97M-V functional and the def2-TZVPD basis
Tl 3.378 -0.037 -2.508
O 1.646 -1.314 -1.700
O -0.900 2.293 1.606
C -0.217 -0.445 -0.543
C 0.804 -1.321 -0.718
C -0.968 0.386 0.188
C -0.317 1.396 0.989
Li -2.536 2.918 2.091
H -2.051 0.264 0.325
H 1.068 -1.904 0.189
H -0.686 -3.525 -1.025
H 0.779 1.289 1.106
```

Values from the calculation:
Highest occupied orbital energy (spin up / spin down) ... -0.22115 / -0.15052 Ha
E_LUMO (spin up / spin down) ... -1.1 / -1.0 eV

Results of the Mulliken charge analysis, in e, for atoms 1 through 5: number 1, Tl, carries 0.60; number 2, O, carries -0.69; number 3, O, carries -0.85; number 4, C, carries -0.24; number 5, C, carries -0.28

---

Values for energy relative to the best compared isomer or geometry (same formula, charge and spin), kcal per mole, ordered as above
88.0 94.4